Model a:
Formula: C3H6O2
Source: the OMol25 dataset
Level of theory: ωB97M-V/def2-TZVPD

Structure (ORCA input):
```
! RIJCOSX wB97M-V def2-TZVPD def2/J DEFGRID3
* xyz 0 1
O -0.95 1.31 1.34
H -2.03 0.03 0.11
H 2.24 -1.14 0.32
H -1.96 1.70 -0.42
H 1.68 -1.21 -1.41
C -0.37 0.28 -0.85
C 1.39 -1.12 -0.36
H 0.70 -1.92 -0.09
H -0.02 1.06 1.40
O 0.69 0.09 -0.10
C -1.36 0.92 0.06
*
```

As for the HOMO energy: -8.9 eV. The HOMO-LUMO gap comes out at 9.70 eV.

Atomic partial charges in e from the natural (NBO) method, atoms 1 to 6:
1. O -0.71
2. H 0.21
3. H 0.19
4. H 0.21
5. H 0.20
6. C 0.25

Model b:
Formula: C3H6O2
Source: the OMol25 dataset
Level of theory: ωB97M-V/def2-TZVPD

Structure (ORCA input):
```
! RIJCOSX wB97M-V def2-TZVPD def2/J DEFGRID3
* xyz 0 1
H -0.44 1.27 -1.47
C -1.09 -0.89 0.25
C 0.24 -0.41 0.60
O 0.06 -1.60 -0.15
H 1.55 1.30 0.51
H -1.72 -1.39 0.99
H -1.64 -0.39 -0.55
C 0.90 0.74 -0.16
H 0.59 -0.57 1.62
H 1.53 0.27 -0.93
O 0.01 1.68 -0.72
*
```

As for the HOMO energy: -10.2 eV. The SMILES is OC[C@H]1CO1. The HOMO-LUMO gap comes out at 11.08 eV.

Atomic partial charges in e from the natural (NBO) method, atoms 1 to 6:
1. H 0.46
2. C -0.10
3. C 0.02
4. O -0.49
5. H 0.19
6. H 0.19

Model c:
Formula: C3H6O2
Source: the OMol25 dataset
Level of theory: ωB97M-V/def2-TZVPD

Structure (ORCA input):
```
! RIJCOSX wB97M-V def2-TZVPD def2/J DEFGRID3
* xyz 0 1
O 0.65 -0.41 -0.67
H -1.01 1.41 -0.78
H 1.68 1.30 0.11
H 0.54 -1.33 1.26
H -1.44 0.70 0.89
H -1.65 -0.66 -1.55
C 1.15 -0.72 0.60
H 2.18 -1.06 0.46
C 0.78 0.67 0.37
O -1.81 -0.48 -0.60
C -1.06 0.58 -0.09
*
```

As for the HOMO energy: -8.8 eV. The SMILES is OC[C@H]1CO1. The HOMO-LUMO gap comes out at 9.77 eV.

Atomic partial charges in e from the natural (NBO) method, atoms 1 to 6:
1. O -0.55
2. H 0.18
3. H 0.19
4. H 0.18
5. H 0.18
6. H 0.48

Model d:
Formula: C3H6O2
Source: the OMol25 dataset
Level of theory: ωB97M-V/def2-TZVPD

Structure (ORCA input):
```
! RIJCOSX wB97M-V def2-TZVPD def2/J DEFGRID3
* xyz 0 1
C 0.56 0.49 0.13
O -1.72 -0.43 0.05
O 1.23 -0.17 -0.94
H -1.04 1.18 -1.08
H 1.12 1.33 0.56
H -1.28 1.44 0.66
C -0.92 0.72 -0.08
C 1.12 -0.86 0.29
H -1.56 -0.99 -0.71
H 2.05 -1.01 0.84
H 0.44 -1.71 0.28
*
```

As for the HOMO energy: -10.1 eV. The SMILES is OC[C@H]1CO1. The HOMO-LUMO gap comes out at 11.10 eV.

Atomic partial charges in e from the natural (NBO) method, atoms 1 to 6:
1. C 0.02
2. O -0.71
3. O -0.50
4. H 0.18
5. H 0.18
6. H 0.19

Stability check: which of them is most stable? model d.